one:
Density functional theory data (ωB97M-V/def2-TZVPD) for a 4-piece molecular cluster, C4H15NO3 overall.

Properties
- LUMO level (alpha / beta) (eV) = 3.266 / 3.197
- HOMO (alpha / beta) (hartree) = 0.031 / -0.183

Geometry as ORCA input:
```
! wB97M-V def2-TZVPD RIJCOSX def2/J DEFGRID3
* xyz -1 2
C -0.09784 -1.14390 -2.10934
N 0.72932 -0.99536 0.79216
C -0.57004 -0.58303 0.32345
C -0.95039 -0.53493 -0.98437
C -1.57827 -0.12164 1.34010
H 0.00601 -0.39874 -2.93939
H 1.04223 -1.16621 -1.77093
H -0.35707 -2.24217 -2.38725
H 1.38597 -1.36133 0.00949
H 1.16207 -0.42043 1.45261
H -1.91629 -0.21494 -1.44826
H -1.81188 -0.82853 2.14814
H -2.63862 -0.17890 0.83360
H -1.33440 1.06196 1.63102
H 0.35748 4.34901 -3.80323
H 1.42473 3.81594 -2.85572
O 0.80312 3.58716 -3.53503
H -0.07844 -3.13091 0.79578
H 0.70633 -3.96066 1.84792
O -0.10770 -3.85240 1.38433
H 0.96682 2.86965 3.79876
H 1.81308 2.46939 2.65163
O 1.04380 2.98097 2.82452
*
```

---

two:
Density functional theory data (ωB97M-V/def2-TZVPD) for a 4-piece molecular cluster, C4H15NO3 overall.

Properties
- LUMO level (alpha / beta) (eV) = 3.343 / 3.252
- HOMO (alpha / beta) (hartree) = 0.026 / -0.200

Geometry as ORCA input:
```
! wB97M-V def2-TZVPD RIJCOSX def2/J DEFGRID3
* xyz -1 2
N -0.26073 -0.43301 0.26434
C 0.72774 -1.48949 -0.21433
C 1.99835 -0.63406 -0.56235
C 1.96155 0.60534 0.37984
C 0.46961 0.84425 0.50607
H -0.84388 -0.78457 1.07580
H 0.93178 -2.22633 0.47978
H 0.24078 -1.91241 -1.04133
H 2.91825 -1.25176 -0.51660
H 1.82824 -0.34852 -1.63361
H 2.41680 0.35066 1.34286
H 2.50537 1.40769 -0.03961
H 0.24950 1.41078 1.43930
H 0.12646 1.46931 -0.43649
H -3.29616 0.67972 -0.17333
H -2.22797 -0.28853 -0.75205
O -2.90485 0.41254 -1.02627
H -1.04091 -0.19773 3.20772
H -1.99111 -1.09109 3.98210
O -1.67229 -0.96776 3.10384
H -0.78435 0.86212 -2.63328
H -1.02720 2.04460 -3.59589
O -0.32500 1.53825 -3.15653
*
```

---

three:
Density functional theory data (ωB97M-V/def2-TZVPD) for a 3-piece molecular cluster, C4H15NO3 overall.

Properties
- LUMO level (alpha / beta) (eV) = 2.816 / 2.765
- HOMO (alpha / beta) (hartree) = 0.036 / -0.250

Geometry as ORCA input:
```
! wB97M-V def2-TZVPD RIJCOSX def2/J DEFGRID3
* xyz -1 2
C -0.51552 -0.00786 -0.32812
O -0.23775 0.27933 1.04308
C -1.79733 -0.85314 -0.60476
C -2.49854 -1.35520 0.65592
C -1.85288 -2.71268 1.03216
N -2.31404 -3.84297 0.20359
H -0.48331 0.76494 -1.10268
H 0.33779 -0.68291 -0.41128
H -0.75226 1.00884 1.38610
H -2.49395 -0.27657 -1.22162
H -1.46268 -1.66867 -1.25581
H -2.32096 -0.73540 1.53486
H -3.59387 -1.40912 0.63049
H -1.99763 -2.91257 2.10181
H -0.76419 -2.63771 1.01699
H -2.43313 -3.53538 -0.75576
H -3.25903 -4.02021 0.51689
H 4.31626 5.00536 -2.78834
H 4.53243 3.53239 -3.03374
O 3.99260 4.13642 -2.49104
H 3.51614 2.50809 0.14745
H 4.13979 3.63051 0.88543
O 3.59613 2.86197 1.05347
*
```

---

four:
Density functional theory data (ωB97M-V/def2-TZVPD) for a 4-piece molecular cluster, C4H15NO3 overall.

Properties
- LUMO level (alpha / beta) (eV) = 3.628 / 3.449
- HOMO (alpha / beta) (hartree) = 0.031 / -0.180

Geometry as ORCA input:
```
! wB97M-V def2-TZVPD RIJCOSX def2/J DEFGRID3
* xyz -1 2
C -1.33420 -0.86431 -1.84918
N -0.07661 1.14947 -0.20443
C 0.37395 -0.15874 -0.18301
C -0.08329 -1.07776 -1.04827
C 1.79482 -0.28566 0.49772
H -1.43070 0.14702 -2.27147
H -1.50815 -1.56340 -2.83449
H -2.21818 -1.13889 -1.21153
H -0.84448 1.36216 -0.88859
H 0.01957 1.74852 0.54159
H 0.44759 -1.99249 -1.14073
H 1.64166 -0.27225 1.53410
H 2.36987 0.51395 0.06159
H 2.10422 -1.30613 0.44223
H -1.23641 -1.25601 1.05816
H -1.65538 -2.19977 2.35189
O -1.03014 -1.52388 2.06963
H 1.32509 2.52669 -1.10571
H 1.68540 2.13103 -2.56404
O 1.57846 2.84051 -1.86014
H -0.08587 0.17926 2.35662
H -1.08525 0.21785 3.49277
O -0.75198 0.82282 2.75527
*
```

---

It is two that is the most stable of them.